Formula: C4H6S2
Source: the Open Molecules 2025 dataset
Level of theory: the ωB97M-V functional and the def2-TZVPD basis

Geometry (Å):
C1 2.1566 -0.7041 -0.1391
C2 0.0260 0.5422 -0.0218
C3 -1.3983 0.7116 -0.1663
C4 -2.3628 -0.2034 0.0236
H1 2.4460 -0.8590 1.1567
H2 2.2358 0.5552 -0.6049
H3 3.0175 -1.4301 -0.8539
H4 -1.7125 1.6441 -0.3674
H5 -2.4336 -1.2557 0.7097
H6 -3.3530 0.1815 -0.0405
S1 0.4537 -1.1206 0.1411
S2 0.9246 1.9383 0.1628

The calculation puts the largest force on an atom at 0.0984 hartree/bohr. Its LUMO energy is -0.96 eV. The calculation puts the calculated total energy at -952.2061 hartree. The relative energy (zero: lowest compared OMol25 entry of this formula, charge and spin) is 102.47 kcal per mole. As for the multiplicity: 1.